w.
Density functional theory data (wB97M-V/def2-TZVPD) for a structure of composition C2H9N3O.

Structure (XYZ):
```
15
Properties=species:S:1:pos:R:3:mulliken_charge:R:1
C 0.698 -0.186 -0.295 0.164
C -1.281 -0.125 1.249 -0.808
N -0.668 -0.048 -0.077 -0.145
N 1.020 1.159 0.665 -0.654
N 1.113 0.141 -1.567 -0.387
O -1.111 -1.540 -0.806 -0.562
H -0.900 -1.487 -1.750 0.284
H 1.221 -1.021 0.162 0.354
H 0.946 1.171 1.677 0.216
H 0.906 2.056 0.203 0.168
H 1.976 -0.226 -1.941 0.185
H 0.448 0.539 -2.216 0.255
H -2.185 -0.726 1.159 0.307
H -0.622 -0.594 1.985 0.314
H -1.559 0.886 1.553 0.308
```

## Properties
HOMO-LUMO gap = 9.62 eV
Lowest unoccupied orbital energy = 1.0 eV
Highest occupied orbital energy = -8.60 eV

x.
Density functional theory data (wB97M-V/def2-TZVPD) for a cluster of 2 separate species, C2H9N3O in total.

Structure (XYZ):
```
15
Properties=species:S:1:pos:R:3:mulliken_charge:R:1
H -0.149 2.729 0.677 0.189
N -0.230 1.970 0.088 -0.689
C 0.506 2.057 -0.931 0.102
N 0.217 1.487 -2.136 -0.426
H 1.328 2.751 -0.880 0.354
H 0.818 1.749 -2.924 0.228
H -0.167 0.529 -2.211 0.274
N -0.719 -2.166 1.999 -0.568
C 0.277 -1.900 0.916 -0.283
O -0.235 -1.103 -0.191 -0.448
H -0.481 -2.995 2.494 0.232
H -0.624 -1.361 2.632 0.242
H 0.598 -2.802 0.430 0.284
H 1.271 -1.595 1.524 0.239
H -0.288 -0.166 0.223 0.270
```

## Properties
SMILES = [H]/N=C/N.NCO
HOMO-LUMO gap = 10.23 eV
Lowest unoccupied orbital energy = 0.9 eV
Highest occupied orbital energy = -9.30 eV

y.
Density functional theory data (wB97M-V/def2-TZVPD) for a cluster of 2 separate species, C2H9N3O in total.

Structure (XYZ):
```
15
Properties=species:S:1:pos:R:3:mulliken_charge:R:1
H -1.134 1.494 -1.131 0.206
N -1.240 0.943 -0.276 -0.920
C -0.435 -0.116 -0.285 1.049
C 0.317 -0.496 -1.539 -1.419
N -0.786 -1.159 0.569 -0.561
H 1.079 -1.247 -1.313 0.379
H -0.376 -0.920 -2.269 0.341
H 0.780 0.390 -1.979 0.390
H -1.692 -0.995 0.997 0.274
H -0.722 -2.093 0.181 0.231
N 0.966 1.280 1.146 -0.647
O 1.178 0.304 2.188 -0.384
H 1.788 1.209 0.546 0.270
H -0.054 1.603 0.984 0.478
H 0.332 -0.197 2.180 0.314
```

## Properties
SMILES = [H]/N=C(\C)N.NO
HOMO-LUMO gap = 8.44 eV
Lowest unoccupied orbital energy = 0.7 eV
Highest occupied orbital energy = -7.78 eV

Best to worst by energy: x, y, w.

w.
Density functional theory data (wB97M-V/def2-TZVPD) for a structure of composition C4H13NO3.

Structure (XYZ):
```
21
Properties=species:S:1:pos:R:3:mulliken_charge:R:1
N -0.759 -0.979 -0.161 -0.454
C -0.597 0.435 0.040 0.944
C -1.868 1.289 -0.063 -0.963
C 0.930 2.397 0.504 -0.634
C 0.618 1.046 0.240 -0.374
H 0.044 -1.437 -0.597 0.325
H -0.915 -1.487 0.697 0.383
H -1.572 2.312 0.182 0.232
H -2.234 1.220 -1.073 0.324
H 1.958 2.665 0.651 0.321
H 0.111 3.072 0.793 0.289
H 1.504 0.340 0.230 0.267
H 0.245 -3.693 2.525 0.324
H -2.623 0.921 0.636 0.407
O 0.033 -2.972 1.885 -0.581
H 0.333 2.424 -1.299 0.299
H 0.693 2.661 -2.770 0.277
O -0.042 2.634 -2.222 -0.597
H 1.866 -3.737 -0.399 0.319
H 0.698 -3.032 0.946 0.393
O 1.347 -2.960 -0.129 -0.500
```

## Properties
HOMO-LUMO gap (spin up / spin down) = 8.25 / 7.44 eV
Lowest unoccupied orbital energy (spin up / spin down) = -6.7 / -7.5 eV
Net charge = +1
2S+1 = 2
Highest occupied orbital energy (spin up / spin down) = -14.95 / -14.93 eV

x.
Density functional theory data (wB97M-V/def2-TZVPD) for a cluster of 3 separate species, C4H13NO3 in total.

Structure (XYZ):
```
21
Properties=species:S:1:pos:R:3:mulliken_charge:R:1
O 0.642 0.141 -3.260 -0.409
C 0.915 -0.446 -2.250 -0.134
C 1.194 0.251 -0.928 -0.567
C -0.114 0.228 -0.143 -0.671
C -0.177 1.067 1.127 -0.398
N -0.168 0.299 2.343 -0.213
H 0.989 -1.548 -2.252 0.373
H 1.977 -0.286 -0.388 0.326
H 1.511 1.277 -1.094 0.404
H -0.378 -0.798 0.150 0.375
H -1.033 0.335 -0.719 0.423
H 0.676 1.735 1.205 0.415
H -1.078 1.679 1.235 0.345
H -0.385 0.800 3.210 0.308
H -0.668 -0.600 2.352 0.384
H -3.512 -0.172 -4.591 0.327
H -2.440 0.263 -3.574 0.313
O -3.372 0.341 -3.784 -0.640
H 2.520 -1.494 4.157 0.343
H 1.290 -1.320 3.203 0.303
O 1.608 -1.754 4.001 -0.608
```

## Properties
HOMO-LUMO gap (spin up / spin down) = 9.73 / 4.30 eV
Lowest unoccupied orbital energy (spin up / spin down) = -3.9 / -9.3 eV
Net charge = +1
2S+1 = 2
Highest occupied orbital energy (spin up / spin down) = -13.60 / -13.58 eV

y.
Density functional theory data (wB97M-V/def2-TZVPD) for a cluster of 2 separate species, C4H13NO3 in total.

Structure (XYZ):
```
21
Properties=species:S:1:pos:R:3:mulliken_charge:R:1
C -1.618 -0.802 -1.323 -1.030
O -2.732 -0.441 -0.569 -0.498
C -0.267 -0.719 -0.606 0.467
C 0.232 0.759 -0.346 -0.355
C 1.742 0.928 -0.321 -0.736
O 2.271 -0.163 0.452 -0.576
N 0.686 -1.354 -1.454 -0.187
H -1.713 -1.848 -1.641 0.446
H -1.655 -0.243 -2.253 0.469
H -3.031 -1.191 -0.045 0.338
H -0.249 -1.248 0.346 0.358
H -0.176 0.981 0.639 0.071
H -0.318 1.405 -0.988 0.421
H 2.070 1.896 0.045 0.464
H 2.150 0.830 -1.336 0.341
H 2.489 0.160 1.333 0.333
H 1.641 -1.361 -1.095 0.344
H 0.592 -1.088 -2.435 0.320
H 0.077 1.550 4.276 0.324
H -0.956 1.170 3.111 0.313
O -0.166 1.651 3.354 -0.626
```

## Properties
HOMO-LUMO gap (spin up / spin down) = 11.62 / 6.39 eV
Lowest unoccupied orbital energy (spin up / spin down) = -3.0 / -8.2 eV
Net charge = +1
2S+1 = 2
Highest occupied orbital energy (spin up / spin down) = -14.64 / -14.64 eV

Best to worst by energy: y, x, w.